The following is a quantum chemistry calculation of a 18-piece molecular cluster, C84H214N10O28 overall, from the OMol25 dataset.

Properties
- energy relative to the best compared isomer or geometry (same formula, charge and spin) (eV) = 8.499
- spin multiplicity = 1
- net charge = 0
- lowest unoccupied orbital energy (eV) = 0.422
- gap between HOMO and LUMO (eV) = 8.221
- energy (Ha) = -5982.18524

```
336
C84H214N10O28, DFT ωB97M-V/def2-TZVPD
C 3.44 6.48 5.16
O 2.26 6.97 4.49
C 1.09 6.93 5.32
C 0.00 7.54 4.49
N -0.74 6.41 3.99
C -2.12 6.80 3.70
C -2.73 5.79 2.64
O -1.86 5.79 1.45
C -2.34 5.12 0.26
H 3.22 5.51 5.59
H 3.71 7.04 6.06
H 4.45 6.52 4.74
H 1.18 7.54 6.22
H 0.79 5.92 5.60
H 0.41 8.23 3.76
H -0.58 8.19 5.14
H -0.36 6.13 3.09
H -2.26 7.83 3.38
H -2.62 6.77 4.67
H -3.69 6.20 2.33
H -2.89 4.76 2.97
H -2.26 4.03 0.18
H -1.67 5.55 -0.48
H -3.35 5.45 0.04
C 5.03 3.42 -7.69
O 5.28 3.25 -6.35
C 4.36 2.43 -5.59
C 4.95 2.33 -4.10
N 4.93 3.68 -3.44
C 5.76 3.74 -2.26
C 5.84 5.21 -1.75
O 6.00 6.05 -2.89
C 6.35 7.47 -2.75
H 4.15 2.87 -8.02
H 5.82 3.00 -8.30
H 4.61 4.42 -7.78
H 4.19 1.45 -6.02
H 3.40 2.95 -5.52
H 6.00 2.04 -4.05
H 4.20 1.70 -3.62
H 3.98 3.76 -3.10
H 6.69 3.19 -2.41
H 5.18 3.24 -1.48
H 6.57 5.51 -1.00
H 4.88 5.56 -1.39
H 6.37 7.73 -1.69
H 5.63 8.15 -3.19
H 7.34 7.58 -3.21
C 6.54 4.22 10.12
O 5.35 3.38 9.78
C 4.14 4.13 9.82
C 3.02 3.58 8.98
N 3.20 3.42 7.51
C 4.29 2.53 7.07
C 3.82 1.88 5.68
O 2.86 0.83 5.99
C 2.46 0.06 4.87
H 6.50 5.18 9.61
H 7.38 3.55 9.95
H 6.47 4.27 11.20
H 4.26 5.20 9.63
H 3.85 4.01 10.87
H 2.18 4.26 9.14
H 2.71 2.67 9.49
H 2.43 2.90 7.12
H 4.42 1.81 7.88
H 5.17 3.15 6.91
H 4.58 1.34 5.12
H 3.44 2.60 4.95
H 1.38 0.04 4.99
H 2.88 -0.94 4.81
H 2.58 0.39 3.84
C 2.09 -4.90 -4.90
O 2.52 -3.63 -4.50
C 3.34 -2.91 -5.36
C 3.19 -1.39 -5.13
N 3.61 -0.92 -3.80
C 5.09 -1.00 -3.87
C 5.72 -0.65 -2.56
O 7.13 -0.49 -2.69
C 7.68 0.19 -1.57
H 1.83 -4.90 -5.96
H 1.22 -5.30 -4.37
H 2.90 -5.59 -4.69
H 2.99 -3.15 -6.36
H 4.26 -3.47 -5.23
H 2.15 -1.12 -5.28
H 3.63 -0.78 -5.92
H 3.31 -1.41 -2.97
H 5.60 -0.33 -4.56
H 5.43 -1.99 -4.18
H 5.53 -1.49 -1.88
H 5.24 0.17 -2.03
H 7.18 1.13 -1.33
H 8.73 0.45 -1.62
H 7.53 -0.50 -0.74
C -5.03 -6.16 9.01
O -4.27 -5.83 7.84
C -3.87 -4.43 7.71
C -3.45 -4.19 6.21
N -4.70 -4.51 5.50
C -4.43 -4.48 4.06
C -4.45 -3.18 3.37
O -4.04 -3.36 1.97
C -3.95 -2.18 1.22
H -5.99 -5.65 8.99
H -4.41 -5.81 9.83
H -5.21 -7.21 9.23
H -3.11 -4.03 8.38
H -4.76 -3.81 7.87
H -2.58 -4.71 5.81
H -3.25 -3.13 6.07
H -5.03 -5.45 5.63
H -5.17 -5.18 3.65
H -3.43 -4.87 3.86
H -3.72 -2.45 3.73
H -5.47 -2.84 3.47
H -4.62 -1.43 1.66
H -4.33 -2.16 0.20
H -2.94 -1.78 1.23
C 4.26 -1.62 1.47
O 5.51 -0.93 1.68
C 5.27 0.23 2.60
C 6.54 0.96 2.57
N 7.68 0.12 3.08
C 8.98 0.85 3.18
C 10.18 -0.10 3.57
O 10.54 -0.12 4.95
C 11.82 -0.54 5.17
H 3.84 -2.03 2.39
H 4.32 -2.35 0.66
H 3.64 -0.82 1.05
H 5.07 -0.25 3.55
H 4.43 0.85 2.27
H 6.60 1.83 3.23
H 6.62 1.24 1.52
H 7.65 -0.79 2.63
H 8.76 1.59 3.95
H 9.31 1.35 2.27
H 11.07 0.03 2.96
H 9.95 -1.14 3.31
H 12.06 -1.45 4.61
H 12.04 -0.80 6.20
H 12.49 0.30 4.97
C -1.86 1.79 10.19
O -2.10 2.71 9.14
C -1.19 2.65 8.07
C -1.42 3.70 6.98
N -0.51 3.52 5.83
C -0.55 2.27 5.03
C -1.84 1.83 4.47
O -1.90 0.47 4.43
C -2.17 -0.10 5.74
H -2.24 0.82 9.85
H -2.35 2.21 11.07
H -0.81 1.73 10.44
H -1.31 1.64 7.68
H -0.16 2.75 8.41
H -1.14 4.71 7.29
H -2.47 3.65 6.72
H -0.30 4.34 5.27
H -0.08 1.50 5.64
H 0.12 2.35 4.18
H -1.98 2.06 3.41
H -2.68 2.40 4.86
H -1.23 -0.56 6.06
H -2.88 -0.90 5.53
H -2.78 0.61 6.30
C -7.99 -1.08 -8.85
O -7.19 -1.95 -8.14
C -7.97 -3.06 -7.57
C -6.96 -4.09 -7.03
N -6.22 -3.51 -5.89
C -5.21 -4.40 -5.25
C -4.46 -3.50 -4.18
O -5.31 -2.69 -3.37
C -5.97 -3.44 -2.39
H -7.34 -0.31 -9.25
H -8.83 -0.77 -8.23
H -8.34 -1.61 -9.74
H -8.49 -3.65 -8.32
H -8.59 -2.63 -6.79
H -6.17 -4.29 -7.76
H -7.51 -4.98 -6.72
H -5.79 -2.69 -6.28
H -4.54 -5.00 -5.87
H -5.92 -5.07 -4.79
H -3.62 -2.96 -4.62
H -3.87 -4.21 -3.61
H -5.38 -4.16 -1.82
H -6.69 -4.02 -2.98
H -6.50 -2.82 -1.66
C -0.45 -1.77 -7.16
O 0.41 -0.71 -7.19
C -0.31 0.57 -7.15
C 0.52 1.62 -7.92
N -0.31 2.77 -8.27
C 0.31 4.06 -8.08
C -0.68 5.19 -8.50
O -1.35 4.85 -9.72
C -0.77 5.25 -10.95
H 0.20 -2.62 -6.91
H -0.91 -1.95 -8.13
H -1.17 -1.56 -6.37
H -0.42 0.93 -6.13
H -1.23 0.41 -7.71
H 0.86 1.15 -8.84
H 1.34 1.86 -7.24
H -0.76 2.84 -9.17
H 1.10 4.08 -8.83
H 0.68 4.19 -7.06
H -0.20 6.17 -8.56
H -1.49 5.28 -7.78
H -0.03 6.05 -10.88
H -1.53 5.53 -11.68
H -0.27 4.42 -11.43
C -6.19 0.81 -1.37
O -5.12 1.25 -0.44
C -5.60 1.47 0.86
C -7.00 2.21 0.98
N -8.18 1.26 1.09
C -8.30 0.41 2.20
C -9.52 -0.49 1.97
O -10.80 0.15 2.27
C -11.95 -0.75 2.19
H -5.61 0.37 -2.18
H -6.89 1.61 -1.61
H -6.77 -0.01 -0.93
H -4.96 2.11 1.46
H -5.70 0.49 1.33
H -7.12 2.91 0.15
H -6.98 2.66 1.97
H -9.08 1.44 0.67
H -8.54 0.97 3.10
H -7.36 -0.08 2.43
H -9.41 -1.44 2.51
H -9.54 -0.77 0.92
H -11.99 -1.66 2.80
H -12.33 -1.09 1.23
H -12.80 -0.17 2.53
C -0.45 2.67 -3.21
C 0.11 3.92 -3.93
C -0.48 5.15 -3.22
O 1.52 3.99 -3.76
H -0.05 2.61 -2.19
H -0.14 1.73 -3.67
H -1.53 2.77 -3.21
H -0.08 3.86 -5.00
H -1.56 5.06 -3.19
H -0.14 5.97 -3.85
H -0.19 5.20 -2.17
H 1.82 4.67 -4.37
C 2.89 3.07 1.16
C 2.10 3.82 0.03
C 2.46 5.35 -0.03
O 2.43 3.21 -1.21
H 2.75 3.49 2.16
H 3.97 3.09 1.06
H 2.76 1.99 1.18
H 1.04 3.76 0.25
H 3.40 5.76 0.34
H 1.57 5.93 0.21
H 2.59 5.66 -1.06
H 1.94 3.60 -1.93
C 4.58 -5.12 -0.37
C 3.44 -5.08 -1.37
C 2.11 -5.40 -0.67
O 3.47 -3.73 -1.77
H 4.23 -4.75 0.59
H 5.49 -4.64 -0.71
H 4.94 -6.12 -0.13
H 3.66 -5.77 -2.19
H 1.95 -6.43 -0.34
H 1.22 -5.19 -1.27
H 2.10 -4.89 0.29
H 2.81 -3.62 -2.45
C -3.62 -7.22 -1.24
C -2.62 -6.65 -0.11
C -2.16 -5.19 -0.47
O -3.37 -6.69 1.11
H -3.17 -7.81 -2.04
H -4.06 -6.48 -1.91
H -4.42 -7.87 -0.88
H -1.77 -7.33 0.00
H -3.07 -4.69 -0.78
H -1.48 -5.28 -1.32
H -1.84 -4.63 0.41
H -3.10 -5.88 1.55
C -5.52 1.35 -6.98
C -4.49 0.30 -6.58
C -4.67 -0.05 -5.14
O -4.43 -0.83 -7.46
H -5.35 1.48 -8.05
H -5.34 2.25 -6.40
H -6.52 0.92 -6.88
H -3.55 0.84 -6.74
H -4.66 0.87 -4.55
H -3.90 -0.70 -4.74
H -5.60 -0.60 -4.99
H -5.31 -1.09 -7.75
C 0.38 -2.17 -2.32
C 0.74 -1.35 -1.04
C -0.52 -0.71 -0.37
O 1.27 -2.29 -0.13
H 0.32 -3.24 -2.12
H 1.35 -2.13 -2.81
H -0.56 -2.04 -2.85
H 1.62 -0.71 -1.09
H -1.39 -1.37 -0.44
H -0.83 0.12 -1.00
H -0.43 -0.23 0.60
H 2.13 -2.52 -0.48
C -0.68 -4.31 3.59
C 0.32 -4.24 4.67
C 1.18 -2.97 4.60
O -0.20 -4.15 5.97
H -1.19 -5.25 3.40
H -0.18 -4.24 2.63
H -1.35 -3.46 3.53
H 0.88 -5.18 4.72
H 0.69 -1.99 4.55
H 1.77 -3.01 3.69
H 2.00 -2.80 5.30
H -0.38 -5.02 6.32
C -0.20 -10.07 -1.87
C 0.07 -9.48 -3.25
C 1.35 -8.73 -3.23
O 0.14 -10.62 -4.08
H -0.12 -9.32 -1.07
H 0.61 -10.78 -1.74
H -1.15 -10.60 -1.83
H -0.72 -8.84 -3.65
H 1.23 -7.77 -2.73
H 1.63 -8.53 -4.26
H 2.19 -9.13 -2.66
H -0.58 -11.24 -3.94
```

=====

The following is a quantum chemistry calculation of a 2-piece molecular cluster, C4H12S overall, from the OMol25 dataset.

Properties
- energy relative to the best compared isomer or geometry (same formula, charge and spin) (eV) = 0.362
- spin multiplicity = 1
- net charge = 0
- lowest unoccupied orbital energy (eV) = 0.893
- gap between HOMO and LUMO (eV) = 9.337
- energy (Ha) = -557.75711
- SMILES = CSC.CC

```
17
C4H12S, DFT ωB97M-V/def2-TZVPD
C -0.94 1.17 1.79
S 0.81 1.10 2.14
C 1.56 2.40 1.13
H -1.53 1.80 2.45
H -1.11 1.44 0.75
H -1.27 0.14 1.95
H 1.83 2.04 0.14
H 2.49 2.65 1.65
H 0.91 3.28 1.17
C -0.79 -3.27 -2.68
C -1.23 -2.48 -3.92
H -1.47 -4.09 -2.55
H 0.21 -3.69 -2.75
H -0.70 -2.63 -1.80
H -1.92 -3.05 -4.54
H -0.42 -2.08 -4.54
H -1.81 -1.61 -3.61
```

=====

| no. | HOMO energy (eV) |
| --- | --- |
| 1 | -7.800 |
| 2 | -8.445 |